[1]
The following is a DFT calculation (ωB97M-V/def2-TZVPD) of a 2-piece molecular cluster, C7H14 overall in a non-equilibrium geometry.

Cartesian coordinates (Å):
C -0.197 -0.898 -1.370
C 0.618 0.376 -1.666
C 1.407 0.869 -0.471
C 1.413 -0.409 0.417
C 0.076 -1.140 0.132
H -1.227 -0.836 -1.570
H 0.282 -1.713 -1.967
H -0.097 1.140 -2.012
H 1.368 0.303 -2.526
H 0.896 1.634 0.132
H 2.405 1.290 -0.842
H 1.612 -0.102 1.444
H 2.224 -1.162 0.152
H -0.702 -0.703 0.846
H 0.254 -2.193 0.311
C -1.300 0.961 1.171
C -2.089 0.078 1.758
H -1.492 1.970 1.686
H -0.460 0.840 0.423
H -2.791 0.617 2.593
H -2.200 -0.923 1.360

## Properties
Total charge: 0
HOMO: -10.08 eV
SMILES string: C1CCCC1.C=C
HOMO-LUMO gap: 11.25 eV
LUMO energy: 1.17 eV

Mulliken population analysis, charges in e, atoms 1 to 6: atom 1 (C): -0.5448, atom 2 (C): -0.4812, atom 3 (C): -0.6981, atom 4 (C): -0.5957, atom 5 (C): -0.1016, atom 6 (H): 0.3377


[2]
The following is a DFT calculation (ωB97M-V/def2-TZVPD) of one molecule with the formula C18H21NO7S in a non-equilibrium geometry.

Cartesian coordinates (Å):
C 2.311 3.010 1.124
C 1.406 4.004 0.400
O 0.949 3.513 -0.845
C 0.002 2.534 -0.877
C -0.727 2.074 0.214
C -1.649 1.054 0.057
C -1.863 0.480 -1.188
N -2.732 -0.611 -1.383
C -4.028 -0.646 -0.751
C -4.049 -1.489 0.511
O -3.180 -1.498 1.343
O -5.176 -2.183 0.626
S -1.948 -2.103 -1.546
O -1.384 -2.138 -2.863
O -2.925 -3.095 -1.193
C -0.604 -2.092 -0.371
C -0.705 -2.756 0.831
C 0.343 -2.657 1.725
C 1.486 -1.907 1.445
O 2.396 -1.898 2.450
C 3.656 -1.275 2.315
C 1.586 -1.257 0.195
O 2.715 -0.537 -0.084
C 2.849 0.042 -1.362
C 0.530 -1.372 -0.699
C -1.153 0.954 -2.289
C -0.233 1.968 -2.134
H 3.173 2.777 0.505
H 2.654 3.443 2.060
H 1.780 2.085 1.336
H 0.562 4.300 1.035
H 1.972 4.903 0.142
H -0.584 2.490 1.199
H -2.182 0.679 0.917
H -4.747 -1.076 -1.454
H -4.331 0.375 -0.504
H -5.151 -2.754 1.410
H -1.583 -3.335 1.054
H 0.306 -3.157 2.680
H 3.562 -0.198 2.166
H 4.166 -1.469 3.259
H 4.233 -1.705 1.495
H 3.836 0.503 -1.364
H 2.800 -0.712 -2.152
H 2.088 0.807 -1.540
H 0.568 -0.915 -1.671
H -1.319 0.495 -3.250
H 0.325 2.346 -2.977

## Properties
Total charge: 0
HOMO: -8.34 eV
SMILES string: CCOc1ccc(N(CC(=O)O)S(=O)(=O)c2ccc(OC)c(OC)c2)cc1
HOMO-LUMO gap: 9.00 eV
LUMO energy: 0.66 eV

Mulliken population analysis, charges in e, atoms 1 to 6: atom 1 (C): -0.7554, atom 2 (C): -0.5655, atom 3 (O): -0.4980, atom 4 (C): 0.5506, atom 5 (C): -0.4876, atom 6 (C): -0.3233


[3]
The following is a DFT calculation (ωB97M-V/def2-TZVPD) of C23H18N3O3Tc as an isolated structure in a non-equilibrium geometry.

Cartesian coordinates (Å):
Tc 0.734 -0.099 1.013
C 2.257 1.376 4.714
O 3.285 2.237 4.227
C 3.477 2.465 2.923
C 4.462 3.414 2.632
C 4.789 3.763 1.338
C 4.136 3.170 0.275
C 3.145 2.216 0.512
C 2.496 1.628 -0.632
N 1.531 0.761 -0.613
N 1.074 0.319 -1.834
C 0.219 -0.622 -1.676
O -0.116 -0.989 -0.440
C -0.436 -1.278 -2.799
C -1.504 -2.145 -2.565
C -2.140 -2.752 -3.633
C -1.712 -2.503 -4.930
C -0.645 -1.643 -5.164
C -0.006 -1.028 -4.104
C 2.814 1.854 1.850
O 1.867 0.933 2.045
H 2.315 1.452 5.794
H 2.431 0.344 4.414
H 1.275 1.710 4.379
H 4.965 3.868 3.476
H 5.559 4.501 1.160
H 4.383 3.439 -0.745
H 2.838 1.920 -1.619
H -1.834 -2.333 -1.548
H -2.972 -3.419 -3.455
H -2.211 -2.981 -5.763
H -0.313 -1.454 -6.177
H 0.824 -0.355 -4.273
C -1.078 0.134 1.838
C -2.218 -0.582 1.271
C -2.299 -1.974 1.371
C -3.322 -2.662 0.749
C -4.274 -1.960 0.011
C -4.215 -0.569 -0.077
C -3.196 0.114 0.556
C -5.305 -2.674 -0.678
N -6.127 -3.241 -1.247
H -0.609 -0.419 2.712
H -1.290 1.169 2.108
H -1.556 -2.522 1.939
H -3.387 -3.739 0.823
H -4.968 -0.036 -0.642
H -3.146 1.194 0.483

## Properties
<S²>: 1.13
Total charge: +1
HOMO (alpha / beta): -11.70 / -11.71 eV
HOMO-LUMO gap (alpha / beta): 6.15 / 6.21 eV
Multiplicity: 2
LUMO energy (alpha / beta): -5.55 / -5.50 eV

Mulliken population analysis, charges in e, atoms 1 to 6: atom 1 (Tc): 1.2017, atom 2 (C): -0.7220, atom 3 (O): -0.4543, atom 4 (C): 0.2651, atom 5 (C): -0.5826, atom 6 (C): -0.7439


[4]
The following is a DFT calculation (ωB97M-V/def2-TZVPD) of C2H2N2OS as an isolated structure in a non-equilibrium geometry.

Cartesian coordinates (Å):
C -0.623 -0.501 0.280
C -0.612 0.982 -1.075
N 1.413 -0.347 1.478
N 0.393 -0.601 0.889
O -0.279 1.959 -0.525
S -1.027 0.167 -2.367
H -1.555 -1.003 0.244
H 2.291 -0.657 1.076

## Properties
Total charge: 0
HOMO (alpha / beta): -8.97 / -8.97 eV
HOMO-LUMO gap (alpha / beta): 8.48 / 8.48 eV
LUMO energy (alpha / beta): -0.50 / -0.50 eV

Mulliken population analysis, charges in e, atoms 1 to 6: atom 1 (C): -0.2509, atom 2 (C): 0.5165, atom 3 (N): -0.7688, atom 4 (N): 0.5390, atom 5 (O): -0.3960, atom 6 (S): -0.3051


[5]
The following is a DFT calculation (ωB97M-V/def2-TZVPD) of C32H30CrF4N5PSe2 as an isolated structure in a non-equilibrium geometry.

Cartesian coordinates (Å):
Cr 1.470 -0.089 -0.046
C 1.550 -1.977 -2.446
N 2.441 -1.429 -1.417
C 3.572 -0.793 -2.101
C 2.942 -2.528 -0.560
C 1.976 -2.838 0.586
N 1.585 -1.581 1.173
C 0.809 -1.511 2.263
C 0.352 -0.223 2.629
F 0.781 0.814 1.800
C -0.505 0.028 3.677
F -0.872 1.280 3.945
C -0.982 -1.023 4.447
C -0.550 -2.301 4.124
F -1.007 -3.329 4.841
C 0.326 -2.556 3.083
F 0.686 -3.832 2.837
H 2.097 -2.636 -3.129
H 1.119 -1.162 -3.029
H 0.745 -2.546 -1.982
H 4.097 -1.505 -2.748
H 4.284 -0.405 -1.372
H 3.206 0.028 -2.719
H 3.891 -2.204 -0.126
H 3.129 -3.430 -1.153
H 2.469 -3.503 1.303
H 1.081 -3.364 0.213
H -1.664 -0.851 5.261
Se -0.890 -1.043 -0.358
P -2.413 0.547 -0.049
Se -1.626 2.476 0.394
C -3.340 0.464 -1.624
C -3.527 1.580 -2.425
C -4.076 1.429 -3.688
C -4.449 0.174 -4.140
C -4.285 -0.937 -3.326
C -3.734 -0.795 -2.067
C -3.551 -0.033 1.255
C -4.637 0.771 1.576
C -5.530 0.350 2.545
C -5.337 -0.857 3.197
C -4.250 -1.653 2.876
C -3.356 -1.239 1.906
H -3.241 2.561 -2.069
H -4.203 2.294 -4.322
H -4.858 0.060 -5.131
H -4.561 -1.920 -3.677
H -3.586 -1.661 -1.433
H -4.769 1.719 1.077
H -6.382 0.964 2.788
H -6.034 -1.188 3.952
H -4.098 -2.599 3.373
H -2.508 -1.859 1.651
N 3.050 2.730 -0.595
C 1.918 2.610 -1.371
C 1.593 3.736 -2.142
C 0.486 3.718 -2.959
C -0.258 2.545 -3.008
C 0.136 1.482 -2.229
N 1.201 1.476 -1.405
C 3.716 1.920 0.286
C 4.909 2.447 0.815
C 5.646 1.715 1.712
C 5.168 0.457 2.074
C 3.996 0.013 1.513
N 3.267 0.700 0.614
H 3.454 3.657 -0.648
H 2.203 4.623 -2.070
H 0.219 4.583 -3.542
H -1.146 2.459 -3.611
H -0.435 0.564 -2.278
H 5.235 3.427 0.505
H 6.561 2.107 2.126
H 5.698 -0.157 2.782
H 3.599 -0.952 1.798

## Properties
<S²>: 3.80
Total charge: +1
HOMO (alpha / beta): -9.99 / -10.00 eV
HOMO-LUMO gap (alpha / beta): 6.80 / 6.73 eV
Multiplicity: 4
LUMO energy (alpha / beta): -3.19 / -3.26 eV

Mulliken population analysis, charges in e, atoms 1 to 6: atom 1 (Cr): -0.4324, atom 2 (C): -1.1712, atom 3 (N): 0.9457, atom 4 (C): -1.2500, atom 5 (C): -1.1736, atom 6 (C): -1.0794


[6]
The following is a DFT calculation (ωB97M-V/def2-TZVPD) of a 2-piece molecular cluster, C3H10N2S overall in a non-equilibrium geometry.

Cartesian coordinates (Å):
C 3.561 -0.596 0.163
C 2.281 0.235 -0.002
S 0.789 -0.824 -0.298
H 3.534 -1.082 1.154
H 3.534 -1.358 -0.617
H 4.473 -0.028 -0.045
H 2.074 0.783 0.912
H 2.285 0.772 -0.959
N -2.407 0.037 0.310
C -3.693 0.408 0.127
N -4.073 1.543 -0.372
H -1.766 0.625 -0.198
H -2.255 -0.835 0.778
H -4.472 -0.219 0.579
H -4.975 1.721 0.064
H 1.110 -1.181 -1.596

## Properties
<S²>: 0.75
Total charge: -1
HOMO (alpha / beta): 1.02 / -5.09 eV
HOMO-LUMO gap (alpha / beta): 2.48 / 8.70 eV
Multiplicity: 2
LUMO energy (alpha / beta): 3.50 / 3.61 eV

Mulliken population analysis, charges in e, atoms 1 to 6: atom 1 (C): -1.3084, atom 2 (C): -1.8684, atom 3 (S): -0.4786, atom 4 (H): 0.3894, atom 5 (H): 0.4286, atom 6 (H): 0.4077


[7]
The following is a DFT calculation (ωB97M-V/def2-TZVPD) of an isolated ion of composition C7H11NPS2 and charge +1 in a non-equilibrium geometry.

Cartesian coordinates (Å):
C 4.224 0.949 -0.091
C 3.041 0.752 -0.078
C 1.636 0.754 -0.179
C 0.873 -0.340 -0.397
N -0.534 -0.416 -0.509
C -0.956 -0.358 -1.927
C -1.137 -1.742 -0.019
P -1.108 1.169 0.450
C -0.936 0.761 2.238
S -2.898 1.577 -0.258
S 0.773 2.260 0.071
H 5.215 0.993 0.082
H 1.285 -1.251 -0.573
H -0.561 0.519 -2.385
H -0.398 -1.060 -2.525
H -1.978 -0.577 -1.978
H -0.642 -2.616 -0.557
H -1.079 -1.870 1.119
H -2.251 -1.722 -0.307
H -0.132 1.475 2.527
H -1.808 0.998 2.969
H -0.630 -0.254 2.326

## Properties
Total charge: +1
HOMO: -13.07 eV
SMILES string: C#CC1=C[N+](C)(C)[P@](C)(=S)S1
HOMO-LUMO gap: 9.09 eV
LUMO energy: -3.99 eV

Mulliken population analysis, charges in e, atoms 1 to 6: atom 1 (C): 0.2135, atom 2 (C): -1.1346, atom 3 (C): 0.7177, atom 4 (C): -0.8263, atom 5 (N): 0.2073, atom 6 (C): -1.1272


[8]
The following is a DFT calculation (ωB97M-V/def2-TZVPD) of one molecule with the formula C4H4N2 in a non-equilibrium geometry.

Cartesian coordinates (Å):
C 0.829 0.888 0.081
C 1.464 -0.419 -0.185
N 0.630 -1.380 -0.434
N -0.305 -2.008 -0.624
C -1.684 0.411 0.305
C -0.460 0.869 0.321
H 1.444 1.779 0.043
H 2.499 -0.663 -0.017
H -2.221 0.060 1.178
H -2.195 0.370 -0.652

## Properties
Total charge: 0
HOMO: -7.89 eV
HOMO-LUMO gap: 8.69 eV
LUMO energy: 0.80 eV

Mulliken population analysis, charges in e, atoms 1 to 6: atom 1 (C): -0.5134, atom 2 (C): -0.1551, atom 3 (N): 0.4111, atom 4 (N): -0.5558, atom 5 (C): -0.6860, atom 6 (C): 0.2621